# 1
67
Properties=species:S:1:pos:R:3:forces:R:3:nbo_charge:R:1 method="wB97M-V/def2-TZVPD" smiles="COc1ccc(CN2CCC(n3nccc3NC(=O)CCCc3ccccc3)CC2)cc1C" de_lowest_ev=0.550 orbital_gap_ha=0.327 charge=0 lumo_energy_ev=0.6
C 6.662 0.254 -2.822 0.1 0.1 -0.2 -0.250
O 6.128 -0.464 -1.739 -0.2 -0.1 0.4 -0.501
C 5.234 0.162 -0.917 -0.1 0.0 0.2 0.277
C 4.792 1.469 -1.078 0.2 -0.1 -0.3 -0.313
C 3.880 2.011 -0.188 -0.1 -0.1 0.2 -0.134
C 3.398 1.267 0.875 0.1 0.1 0.1 -0.073
C 3.846 -0.039 1.028 0.1 0.2 -0.1 -0.227
C 4.753 -0.608 0.153 0.2 -0.1 -0.2 0.030
C 5.227 -2.018 0.313 0.0 0.1 -0.1 -0.644
H 5.010 -2.592 -0.587 0.0 -0.1 0.0 0.223
H 4.749 -2.496 1.165 0.0 0.0 0.1 0.210
H 6.307 -2.036 0.454 0.1 -0.1 0.0 0.224
H 3.478 -0.633 1.854 -0.1 -0.1 0.1 0.203
C 2.383 1.857 1.815 0.0 0.1 0.0 -0.230
N 1.134 2.151 1.125 0.1 0.0 0.1 -0.435
C 0.567 0.958 0.530 -0.1 0.0 -0.3 -0.234
C -0.670 1.307 -0.287 0.0 -0.1 0.3 -0.407
H -1.054 0.406 -0.770 0.0 0.0 0.0 0.203
H -0.403 2.026 -1.062 -0.1 0.0 -0.1 0.223
C -1.712 1.943 0.638 0.5 0.1 -0.1 -0.045
N -2.929 2.268 -0.067 -0.6 -0.5 -0.1 -0.178
C -3.891 1.399 -0.472 -0.3 0.4 -0.3 0.311
C -4.859 2.135 -1.122 0.0 -0.3 0.0 -0.360
C -4.380 3.450 -1.063 0.2 -0.3 0.1 -0.043
N -3.225 3.518 -0.434 0.2 0.8 0.0 -0.285
H -4.833 4.339 -1.453 -0.1 0.2 -0.1 0.206
H -5.761 1.766 -1.561 -0.2 -0.1 -0.1 0.251
N -3.777 0.040 -0.219 0.5 0.3 0.3 -0.623
C -4.670 -0.931 -0.581 0.1 -0.5 0.3 0.693
O -5.727 -0.710 -1.121 -0.2 0.1 -0.2 -0.588
C -4.141 -2.318 -0.263 -0.1 0.1 -0.3 -0.501
H -4.981 -3.009 -0.196 0.0 0.1 0.1 0.234
H -3.615 -2.304 0.694 0.0 0.0 0.0 0.213
C -3.186 -2.768 -1.376 0.0 -0.2 0.1 -0.375
H -3.772 -3.036 -2.256 0.0 0.1 0.0 0.220
H -2.528 -1.941 -1.658 0.0 0.0 -0.1 0.200
C -2.320 -3.960 -0.945 0.0 0.2 -0.1 -0.422
C -1.263 -3.535 0.036 -0.1 -0.1 0.0 -0.013
C -1.433 -3.711 1.403 0.0 0.0 0.0 -0.223
C -0.467 -3.280 2.296 0.0 0.0 0.1 -0.210
C 0.688 -2.675 1.832 0.1 0.0 0.1 -0.235
C 0.873 -2.499 0.471 0.0 0.0 0.0 -0.151
C -0.101 -2.919 -0.417 0.0 0.0 0.0 -0.240
H 0.047 -2.781 -1.479 0.0 0.0 -0.1 0.211
H 1.777 -2.037 0.103 0.1 0.1 0.0 0.209
H 1.445 -2.348 2.530 0.1 0.0 0.1 0.211
H -0.614 -3.425 3.357 0.0 0.0 0.1 0.215
H -2.323 -4.201 1.773 -0.1 -0.1 0.0 0.211
H -2.957 -4.729 -0.506 0.0 -0.1 0.0 0.210
H -1.839 -4.379 -1.831 0.0 -0.1 0.0 0.219
H -2.930 -0.255 0.244 -0.1 -0.1 -0.1 0.407
C -1.086 3.186 1.260 0.0 -0.2 0.2 -0.396
C 0.182 2.793 2.011 -0.1 0.2 -0.1 -0.217
H -0.084 2.130 2.858 0.1 0.0 0.0 0.155
H 0.652 3.690 2.423 0.0 0.0 0.1 0.207
H -0.847 3.893 0.467 0.0 0.0 0.0 0.232
H -1.791 3.664 1.940 0.0 0.0 0.0 0.225
H -1.965 1.235 1.444 0.0 0.1 -0.1 0.190
H 0.297 0.209 1.301 0.1 0.0 0.0 0.162
H 1.320 0.512 -0.121 -0.1 -0.1 0.1 0.221
H 2.218 1.167 2.663 0.0 0.1 0.0 0.166
H 2.762 2.802 2.217 0.0 -0.1 0.1 0.207
H 3.533 3.023 -0.327 0.0 0.1 0.0 0.210
H 5.150 2.076 -1.895 0.1 0.0 -0.1 0.218
H 5.883 0.564 -3.526 0.0 0.0 0.0 0.176
H 7.345 -0.431 -3.322 0.0 0.1 0.0 0.200
H 7.218 1.136 -2.486 0.0 0.0 0.0 0.176

---

# 2
60
Properties=species:S:1:pos:R:3:forces:R:3:nbo_charge:R:1 method="wB97M-V/def2-TZVPD" de_lowest_ev=5.130 orbital_gap_ha=0.163 charge=0 lumo_energy_ev=-1.6
C 8.095 -1.764 -0.430 -0.7 -0.6 0.2 -0.614
C 6.992 -2.650 0.285 2.5 0.5 -0.1 -0.224
N 5.711 -2.189 -0.140 -2.0 -0.2 -2.3 -0.284
C 4.758 -1.622 0.646 -1.9 1.7 -1.1 -0.029
C 3.689 -1.199 -0.193 2.1 -1.4 0.8 -0.024
N 4.014 -1.615 -1.461 1.9 -0.6 1.0 -0.270
C 5.262 -2.223 -1.439 -2.0 1.1 1.4 0.212
C 3.077 -1.483 -2.592 0.5 -1.2 0.1 -0.409
H 8.168 -1.968 -1.498 -0.1 -0.3 0.0 0.213
H 9.087 -1.921 -0.006 -0.2 0.1 0.1 0.240
H 7.796 -0.717 -0.380 0.2 0.0 0.4 0.223
H 7.081 -2.545 1.367 -0.2 0.3 -0.1 0.233
H 7.142 -3.715 0.111 -0.2 0.1 -0.4 0.229
H 4.945 -1.391 1.684 -0.1 -0.2 -0.1 0.258
H 2.735 -0.720 -0.029 0.2 0.0 0.3 0.274
H 5.716 -2.719 -2.285 0.1 0.2 0.2 0.248
H 2.177 -2.037 -2.324 -0.2 0.5 0.1 0.245
H 3.521 -2.098 -3.376 -0.1 0.6 -0.5 0.224
H 2.889 -0.437 -2.830 0.1 -0.3 -0.1 0.254
Cl -2.859 1.519 -0.129 0.2 0.0 -0.1 -0.998
C -3.868 -2.300 5.081 -2.6 0.1 0.7 -0.100
C -4.946 -2.657 4.031 0.4 0.9 -0.3 -0.091
O -4.360 -2.994 2.794 0.6 -0.6 -0.2 -0.723
O -3.360 -3.486 5.587 1.6 -1.0 -0.2 -0.706
H -4.392 -1.918 5.957 0.0 0.8 -0.2 0.175
H -3.076 -1.623 4.762 -0.2 0.2 -0.3 0.165
H -5.639 -1.848 3.804 -0.2 0.3 0.6 0.165
H -5.507 -3.529 4.368 0.1 0.1 0.2 0.185
H -3.831 -2.232 2.545 0.0 0.1 -0.4 0.469
H -2.736 -3.724 4.897 0.2 -0.9 0.2 0.460
C 2.405 3.005 5.682 -1.0 -0.1 -2.0 -0.074
C 1.106 2.539 4.968 0.3 -0.4 0.3 -0.082
O 0.825 3.322 3.832 0.5 1.2 0.0 -0.744
O 3.518 2.886 4.812 0.9 -0.5 0.4 -0.744
H 2.600 2.377 6.552 0.0 0.1 -0.1 0.184
H 2.265 4.051 5.954 0.0 0.1 0.3 0.168
H 0.310 2.598 5.711 -0.3 -0.1 0.0 0.161
H 1.179 1.530 4.562 0.3 -0.5 0.8 0.158
H 0.069 2.980 3.349 -0.1 -0.1 0.1 0.493
H 3.381 3.259 3.938 -0.6 0.2 0.2 0.481
C -6.469 -1.715 -4.283 0.1 -1.2 -0.2 -0.088
C -7.023 -2.790 -5.248 -0.9 0.3 0.2 -0.081
O -7.226 -4.075 -4.624 1.1 0.4 0.2 -0.725
O -5.029 -1.851 -4.121 -1.4 -0.1 -0.4 -0.729
H -7.023 -1.844 -3.353 0.3 -0.1 0.4 0.178
H -6.752 -0.727 -4.645 0.2 0.1 -0.3 0.170
H -6.463 -2.771 -6.184 0.6 -0.6 0.1 0.166
H -8.033 -2.535 -5.571 -0.1 0.9 0.1 0.159
H -7.666 -4.665 -5.240 0.0 0.1 -0.1 0.465
H -4.763 -1.314 -3.372 0.0 0.1 0.1 0.484
C -0.158 5.495 -3.519 0.2 1.2 0.0 -0.088
C -1.477 6.212 -3.220 1.0 -0.7 0.5 -0.090
O -2.594 5.364 -3.323 -0.2 0.3 -0.4 -0.713
O 0.253 4.589 -2.503 -0.2 0.1 -0.5 -0.719
H 0.582 6.295 -3.527 0.3 0.0 0.1 0.162
H -0.137 5.106 -4.537 -0.2 -0.6 0.0 0.158
H -1.569 7.089 -3.861 -0.3 -0.3 -0.2 0.178
H -1.343 6.579 -2.203 -0.3 0.2 0.3 0.161
H -2.519 4.672 -2.663 -0.2 -0.2 0.2 0.476
H -0.530 4.145 -2.170 0.0 -0.4 0.2 0.473

---

# 3
62
Properties=species:S:1:pos:R:3:forces:R:3:nbo_charge:R:1 method="wB97M-V/def2-TZVPD" orbital_gap_ha="0.340 / 0.228" charge=+3 multiplicity=6 lumo_energy_ev="-8.6 / -12.2"
Fe 0.689 0.282 0.157 -1.4 -2.9 -0.1 0.896
P -1.213 1.202 0.875 -3.1 1.4 1.1 0.843
P 0.842 1.368 -1.677 0.0 2.4 -4.1 0.815
P 1.988 1.156 1.572 3.2 2.3 3.6 0.818
H 0.842 -2.103 -0.971 -0.1 0.1 0.4 0.252
C 0.961 -1.826 0.087 -1.7 -0.3 1.4 -0.638
C -0.179 -1.596 0.902 1.3 -1.2 -1.1 -0.414
H -1.183 -1.773 0.509 0.4 0.3 0.0 0.252
C -2.772 0.493 0.224 0.3 -0.2 -0.1 -0.919
C -1.595 2.986 0.593 0.5 -0.1 -0.1 -0.931
C -1.569 1.120 2.679 0.4 -0.2 -0.1 -0.922
C 2.138 0.796 -2.838 0.1 -0.4 0.3 -0.922
C -0.651 1.331 -2.740 0.0 -0.3 0.1 -0.940
C 1.218 3.176 -1.659 0.1 -0.2 0.5 -0.909
C 2.044 0.283 3.181 -0.1 -0.3 -0.2 -0.924
C 1.811 2.896 2.142 -0.3 0.0 -0.3 -0.921
C 3.733 1.151 1.020 -0.1 -0.3 -0.3 -0.928
H 1.899 -2.103 0.583 -0.4 0.3 -0.1 0.230
H -0.084 -1.645 1.997 0.0 0.2 -0.5 0.250
H -2.815 -0.571 0.470 -0.2 0.2 -0.1 0.245
H -2.820 0.603 -0.864 0.0 -0.1 0.2 0.266
H -3.610 1.021 0.693 0.2 -0.1 -0.1 0.266
H -1.741 3.193 -0.473 0.0 0.0 0.2 0.248
H -0.804 3.633 0.987 -0.2 -0.1 -0.1 0.248
H -2.529 3.202 1.127 0.2 0.0 -0.2 0.272
H -1.588 0.071 2.998 -0.1 0.3 0.1 0.250
H -2.557 1.576 2.838 0.3 -0.2 0.0 0.273
H -0.822 1.670 3.264 -0.3 -0.1 -0.1 0.243
H 2.132 1.455 -3.719 0.1 -0.3 0.3 0.280
H 1.916 -0.238 -3.136 0.1 0.2 -0.1 0.249
H 3.122 0.815 -2.346 -0.2 0.1 -0.3 0.234
H -0.364 1.661 -3.745 -0.1 0.1 0.2 0.272
H -1.436 1.989 -2.337 0.3 -0.2 -0.2 0.254
H -1.037 0.304 -2.809 0.0 0.2 0.0 0.283
H 1.373 3.499 -2.698 -0.1 -0.1 0.3 0.278
H 2.137 3.367 -1.089 -0.2 0.1 -0.2 0.244
H 0.390 3.750 -1.222 0.3 -0.2 -0.1 0.262
H 2.902 0.664 3.753 -0.3 -0.1 -0.1 0.276
H 2.163 -0.795 3.009 0.1 0.2 0.2 0.243
H 1.112 0.451 3.739 0.3 0.0 -0.1 0.265
H 2.677 3.140 2.774 -0.2 -0.1 -0.2 0.278
H 0.895 3.028 2.734 0.3 0.0 -0.2 0.258
H 1.782 3.586 1.288 0.0 -0.1 0.3 0.257
H 4.372 1.365 1.887 -0.1 0.0 -0.3 0.278
H 3.880 1.916 0.244 0.0 -0.1 0.2 0.259
H 3.990 0.170 0.589 0.1 0.4 0.3 0.228
C 4.654 -3.546 -0.903 -0.3 0.9 -0.4 -0.129
C 3.806 -4.349 -0.104 -0.1 -0.8 0.5 -0.142
C 4.260 -5.598 0.334 -1.3 1.0 0.1 -0.194
C 5.509 -6.082 -0.069 0.5 0.0 -0.2 -0.010
C 6.302 -5.334 -0.957 -0.1 0.9 -0.5 -0.170
C 5.862 -4.083 -1.392 1.2 -0.8 0.2 -0.185
Se 4.349 -1.702 -1.332 -0.7 -1.8 0.1 0.468
H 2.850 -1.688 -1.050 1.4 -0.1 -0.2 0.077
H 2.821 -3.969 0.166 0.3 -0.3 0.1 0.213
H 3.638 -6.201 1.007 0.3 0.3 -0.4 0.267
H 5.869 -7.044 0.299 -0.1 0.2 -0.1 0.267
H 7.263 -5.716 -1.303 -0.3 0.1 0.1 0.275
H 6.466 -3.499 -2.088 0.0 -0.2 0.2 0.257
O -2.434 -1.515 -2.314 0.0 -0.3 0.1 -0.980
H -3.254 -1.508 -2.835 0.3 -0.1 0.1 0.504
H -2.271 -2.448 -2.108 -0.3 0.3 -0.3 0.484

---

# 4
40
Properties=species:S:1:pos:R:3:forces:R:3:nbo_charge:R:1 method="wB97M-V/def2-TZVPD" de_lowest_ev=2.336 orbital_gap_ha="0.106 / 0.336" charge=0 multiplicity=2 lumo_energy_ev="0.2 / 0.2"
C -2.621 1.272 0.203 2.1 -0.2 -1.7 -0.628
C -1.088 1.092 0.436 -1.7 2.2 2.3 -0.097
C -1.005 0.023 1.545 0.1 0.1 2.7 -0.424
C -1.006 -1.465 1.125 0.9 0.0 3.0 -0.399
C 0.036 -1.681 -0.022 -4.1 -3.6 1.2 -0.448
C -0.834 -1.610 -1.263 -0.9 -0.2 -2.0 -0.240
N -0.136 -0.741 -2.313 -1.1 0.7 0.1 -0.870
N -0.348 2.317 0.902 -0.9 -0.5 1.7 -0.836
H -2.956 2.159 -0.286 0.1 0.9 -0.2 0.212
H -2.922 0.470 -0.443 -0.5 -0.6 -0.3 0.202
H -3.026 1.147 1.134 -1.7 0.0 2.2 0.193
H -0.659 0.896 -0.488 1.1 -1.0 -1.6 0.177
H -0.165 0.308 2.320 -0.9 -0.8 -2.1 0.243
H -1.882 0.068 2.298 0.9 0.5 -1.4 0.197
H -2.051 -1.881 0.987 1.2 0.7 -0.8 0.211
H -0.785 -2.000 2.140 0.3 0.6 -1.8 0.206
H 0.874 -1.086 -0.015 1.5 1.8 0.3 0.220
H 0.392 -2.719 0.093 0.1 0.4 -0.3 0.222
H -0.947 -2.578 -1.796 0.3 0.3 0.7 0.212
H -1.928 -1.343 -1.101 1.7 0.5 -0.2 0.232
H -0.642 0.213 -2.685 1.1 -1.6 1.1 0.294
H -0.103 -1.321 -3.159 0.5 0.5 0.0 0.418
H 3.029 -1.013 -3.165 -0.2 -0.1 0.1 0.476
H -0.364 3.114 0.319 0.1 0.3 -2.1 0.349
H -0.882 2.786 1.646 0.2 -1.0 0.5 0.339
H -1.995 1.266 -3.357 0.6 2.0 1.2 0.350
H -2.722 0.785 -4.564 1.2 -1.1 1.5 0.432
O -2.164 0.434 -3.758 -2.0 -0.7 -2.9 -1.195
H 3.586 -2.746 2.366 -1.0 -2.7 0.4 0.462
H 3.930 -1.469 2.997 0.1 0.0 -0.6 0.464
O 3.900 -1.918 2.132 0.9 2.8 0.2 -0.926
H 0.064 2.759 4.481 -0.3 1.1 0.7 0.468
H 0.470 1.277 4.825 -0.7 2.5 -2.9 0.468
O 0.280 1.963 4.029 1.0 -3.6 2.4 -0.931
H 3.231 1.013 0.253 0.2 0.8 0.7 0.502
H 3.784 1.678 -1.175 -0.9 -1.2 1.7 0.498
O 3.350 0.920 -0.680 0.7 0.3 -2.5 -1.006
H 0.825 -0.608 -1.916 -0.7 0.2 -1.4 0.453
H 2.937 -0.592 -1.699 0.3 0.3 0.3 0.505
O 2.543 -1.190 -2.346 0.3 -0.3 -0.3 -1.005